13
Properties=species:S:1:pos:R:3 method="wB97M-V/def2-TZVPD" total_charge=0 largest_force_ev_per_a=7.346 gap_ev=9.279 spin_multiplicity=1 lumo_ha=0.031 e_above_lowest_kj_mol=619.91
C -0.649 2.326 0.155
C -1.140 1.277 0.815
C -0.419 -0.590 -1.307
C 1.164 0.372 1.344
N 0.187 1.007 0.914
O -0.204 3.026 -0.618
H -2.055 1.028 1.330
H 0.257 -0.004 -1.873
H -1.122 0.340 -0.928
H -0.943 -1.225 -1.894
H 0.815 -0.394 2.112
H -0.165 -1.052 -0.034
H 2.207 0.624 1.225



8
Properties=species:S:1:pos:R:3 method="wB97M-V/def2-TZVPD" s_squared=0.7524 total_charge=0 largest_force_ev_per_a=2.247 gap_ev="11.012 / 6.406" spin_multiplicity=2 lumo_ha="0.039 / -0.130"
Br 1.638 -0.499 -2.937
C -0.528 1.273 0.032
C -0.179 0.057 0.319
C 0.062 -1.150 0.819
H -1.465 1.526 -0.515
H 0.111 2.159 0.251
H 0.625 -1.839 0.225
H -0.265 -1.526 1.806



16
Properties=species:S:1:pos:R:3 method="wB97M-V/def2-TZVPD" total_charge=0 largest_force_ev_per_a=3.332 gap_ev="7.960 / 7.959" spin_multiplicity=1 lumo_ha="-0.054 / -0.054" e_above_lowest_kj_mol=0.00
C -1.567 -0.917 2.229
C -1.809 0.993 -0.414
C 1.513 -0.464 0.219
C 2.076 0.701 -0.454
N -2.164 -0.905 3.207
N -1.660 -0.043 -1.057
N -0.868 -0.820 1.164
O 0.666 -1.264 -0.563
S -0.868 -1.439 -0.227
Cl -2.585 2.334 -1.023
Cl 0.792 1.846 -0.863
Cl -1.990 -0.721 -2.893
H 2.292 -1.053 0.662
H 0.910 0.002 1.058
H 2.641 1.265 0.230
H 2.621 0.485 -1.276